DFT (wB97M-V/def2-TZVPD) results for 3 unconnected molecules or ions with the total composition C16H24N3O6PS.

## Properties
Structure (SMILES): NC(=O)CCc1ccc(CP(=O)(O)O)c2nsnc12.CC(C)=O.CC(C)=O
Orbital gap, eV: 7.799
Energy relative to the best compared isomer or geometry (same formula, charge and spin), kcal/mol: 50.3
2S+1: 1

CARTESIAN COORDINATES (ANGSTROEM)
N 4.511 -2.260 0.398
C 4.445 -1.525 -0.840
O 4.003 -1.995 -1.874
C 4.964 -0.016 -0.772
C 3.769 1.041 -0.704
C 2.450 0.367 -0.201
C 1.341 -0.034 -1.056
C 0.059 -0.747 -0.517
C -0.112 -1.046 0.905
C -1.335 -1.791 1.519
P -2.813 -0.707 1.866
O -2.484 0.653 2.378
O -3.824 -0.522 0.537
O -3.754 -1.492 3.028
C 1.030 -0.599 1.800
N 1.129 -0.742 3.161
S 2.533 -0.086 3.747
N 3.219 0.425 2.288
C 2.308 0.107 1.296
H 4.863 -1.636 1.137
H 3.579 -2.558 0.706
H 5.641 0.113 -1.661
H 5.570 0.097 0.174
H 3.645 1.528 -1.711
H 4.068 1.812 0.060
H 1.482 0.169 -2.154
H -0.739 -1.040 -1.244
H -0.996 -2.201 2.523
H -1.598 -2.694 0.890
H -3.410 -0.967 -0.228
H -3.457 -2.422 3.117
C -4.489 3.270 2.869
C -4.319 4.766 2.897
C -2.939 5.298 3.190
O -5.253 5.514 2.693
H -5.530 3.029 2.648
H -3.857 2.838 2.092
H -4.231 2.848 3.842
H -2.238 4.955 2.426
H -2.613 4.965 4.177
H -2.962 6.389 3.178
C 0.547 -3.089 -4.102
C -0.117 -1.801 -4.516
C -0.906 -1.809 -5.799
O -0.018 -0.797 -3.842
H 1.080 -2.936 -3.162
H -0.207 -3.866 -3.956
H 1.265 -3.399 -4.864
H -1.724 -2.529 -5.729
H -0.253 -2.063 -6.636
H -1.326 -0.818 -5.971

These are the Mulliken partial charges, in e, on atoms 1 to 8: number 1, N, carries -0.60; number 2, C, carries 0.43; number 3, O, carries -0.52; number 4, C, carries -0.53; number 5, C, carries -1.06; number 6, C, carries 0.81; number 7, C, carries -0.68; number 8, C, carries -0.57

DFT (wB97M-V/def2-TZVPD) results for 2 unconnected molecules or ions with the total composition C10H17BrSi.

## Properties
Structure (SMILES): C=C[Si@@H](Br)C1CCCCC1.C#C
Orbital gap, eV: 10.305
Energy relative to the best compared isomer or geometry (same formula, charge and spin), kcal/mol: 114.9
2S+1: 1

CARTESIAN COORDINATES (ANGSTROEM)
C 1.643 2.407 -1.646
C 1.091 2.138 -0.484
Si -0.808 1.882 -0.391
Br -1.526 1.485 -2.466
C -1.203 0.409 0.748
C -1.587 -0.926 -0.052
C -1.909 -1.981 1.061
C -0.722 -2.212 1.896
C -0.167 -0.925 2.611
C 0.002 0.177 1.523
H 2.574 2.880 -1.767
H 1.063 2.544 -2.516
H 1.532 2.028 0.490
H -1.286 3.366 -0.232
H -1.871 0.646 1.504
H -0.722 -1.177 -0.701
H -2.543 -0.802 -0.604
H -2.233 -2.906 0.487
H -2.809 -1.545 1.608
H -0.884 -3.002 2.769
H -0.101 -2.613 1.073
H -1.093 -0.591 3.221
H 0.774 -1.084 3.091
H 0.138 1.070 2.130
H 0.889 -0.068 0.968
C 3.431 -0.081 -3.454
C 2.413 -0.459 -3.911
H 4.300 0.405 -3.055
H 1.616 -1.066 -3.903

These are the Mulliken partial charges, in e, on atoms 1 to 8: number 1, C, carries -0.94; number 2, C, carries -0.16; number 3, Si, carries 0.44; number 4, Br, carries -0.31; number 5, C, carries 0.25; number 6, C, carries -1.01; number 7, C, carries -0.65; number 8, C, carries -0.53

DFT (wB97M-V/def2-TZVPD) results for C24H21N3O4 in the gas phase.

## Properties
Structure (SMILES): CCOC(=O)c1cc(-c2nnc(-c3ccc(Oc4ccccc4)cc3)o2)c(C)nc1C
Orbital gap, eV: 8.220
Energy relative to the best compared isomer or geometry (same formula, charge and spin), kcal/mol: 28.7
2S+1: 1

CARTESIAN COORDINATES (ANGSTROEM)
C -4.813 -1.607 7.824
C -3.749 -2.554 7.288
O -3.696 -2.523 5.861
C -2.964 -1.550 5.306
O -2.346 -0.733 5.940
C -2.960 -1.600 3.820
C -1.857 -1.049 3.180
C -1.775 -1.060 1.789
C -0.602 -0.491 1.170
N 0.427 -0.003 1.804
N 1.301 0.419 0.887
C 0.784 0.178 -0.285
C 1.370 0.460 -1.570
C 0.694 0.149 -2.751
C 1.268 0.431 -3.970
C 2.526 1.029 -4.033
O 3.047 1.223 -5.275
C 3.985 2.202 -5.503
C 3.908 3.463 -4.923
C 4.846 4.425 -5.252
C 5.853 4.142 -6.159
C 5.917 2.890 -6.747
C 4.988 1.919 -6.423
C 3.211 1.325 -2.854
C 2.635 1.044 -1.635
O -0.434 -0.405 -0.172
C -2.841 -1.635 1.075
C -2.873 -1.731 -0.414
N -3.898 -2.125 1.701
C -3.991 -2.124 3.022
C -5.260 -2.690 3.568
H -5.786 -1.855 7.405
H -4.563 -0.583 7.561
H -4.862 -1.690 8.906
H -3.980 -3.591 7.540
H -2.766 -2.282 7.686
H -1.057 -0.614 3.758
H -0.282 -0.310 -2.704
H 0.760 0.195 -4.893
H 3.112 3.688 -4.227
H 4.783 5.403 -4.799
H 6.582 4.898 -6.410
H 6.696 2.666 -7.460
H 5.022 0.940 -6.873
H 4.198 1.761 -2.901
H 3.151 1.264 -0.714
H -2.009 -2.283 -0.781
H -3.784 -2.238 -0.716
H -2.848 -0.737 -0.860
H -5.704 -2.014 4.294
H -5.951 -2.859 2.747
H -5.061 -3.634 4.070

These are the Mulliken partial charges, in e, on atoms 1 to 8: number 1, C, carries -1.10; number 2, C, carries -0.32; number 3, O, carries -0.31; number 4, C, carries 0.26; number 5, O, carries -0.58; number 6, C, carries 0.36; number 7, C, carries -0.63; number 8, C, carries 0.24

DFT (wB97M-V/def2-TZVPD) results for C6H7N3OS in the gas phase.

## Properties
Structure (SMILES): O=C(Nc1nncs1)C1CC1
Orbital gap, eV: 9.362
Energy relative to the best compared isomer or geometry (same formula, charge and spin), kcal/mol: 119.3
2S+1: 1

CARTESIAN COORDINATES (ANGSTROEM)
O -1.530 2.205 -0.807
C -0.943 1.327 -0.124
N 0.396 1.836 0.113
C 1.347 0.754 0.319
N 0.979 -0.267 -0.411
N 2.096 -1.154 -0.892
C 3.142 -0.460 -0.499
S 3.003 0.931 0.515
C -1.607 0.132 0.549
C -1.815 -0.909 -0.563
C -1.230 -1.192 0.954
H 0.594 2.800 -0.236
H 4.156 -0.825 -1.055
H -2.509 0.261 1.212
H -2.958 -1.108 -0.736
H -1.015 -1.101 -1.204
H -1.936 -1.738 1.755
H -0.169 -1.493 1.108

These are the Mulliken partial charges, in e, on atoms 1 to 8: number 1, O, carries -0.65; number 2, C, carries 0.32; number 3, N, carries -0.21; number 4, C, carries 0.34; number 5, N, carries 0.05; number 6, N, carries -0.63; number 7, C, carries -0.02; number 8, S, carries -0.16